Entry from OMol25: 7 unconnected molecules or ions with the total composition C38H111N19O6P6 in a non-equilibrium geometry (ωB97M-V/def2-TZVPD).

Each line ends with the Löwdin charge.
Element x y z (Å)
O1 25.92458 18.76340 31.98304  -0.251
P1 26.25469 18.08564 33.20231  0.531
N1 24.91173 17.53334 34.09660  -0.289
C1 24.80333 16.33565 34.87705  -0.148
C2 23.71432 18.58230 34.19681  -0.044
N2 27.07618 18.95223 34.39701  -0.279
C3 27.76585 20.19952 34.03900  -0.117
C4 27.14088 18.67280 35.81065  -0.136
N3 27.21212 16.67664 32.92381  -0.274
C5 28.09415 16.00630 33.88898  -0.105
C6 27.12223 15.98724 31.66476  -0.141
H1 24.63680 16.70352 35.88949  0.072
H2 25.73638 15.77777 34.95639  0.055
H3 23.96474 15.71797 34.55560  0.081
H4 23.38211 18.74388 33.17132  0.065
H5 24.10152 19.57051 34.44503  0.044
H6 22.96280 18.24691 34.91153  0.077
H7 28.07443 20.26425 32.99560  0.047
H8 27.13164 21.08561 34.06561  0.067
H9 28.57879 20.46984 34.71291  0.083
H10 26.67305 19.41292 36.45985  0.090
H11 26.77002 17.66274 35.98483  0.056
H12 28.11773 18.43716 36.23293  0.076
H13 28.34947 16.63417 34.74261  0.061
H14 27.61270 15.13901 34.34078  0.066
H15 29.01799 15.64710 33.43555  0.055
H16 27.09743 16.67652 30.82073  0.071
H17 26.17784 15.45202 31.56600  0.074
H18 27.95863 15.31455 31.47498  0.070
O2 30.03192 16.81925 30.61843  -0.307
P2 31.41088 17.26879 31.04411  0.611
N4 31.92479 16.45614 32.46352  -0.290
C7 31.62326 15.03422 32.65255  -0.134
C8 32.99580 16.93912 33.42524  -0.111
N5 31.64496 18.98274 31.28293  -0.305
C9 30.92625 19.61782 32.42526  -0.099
C10 31.97614 19.87002 30.14354  -0.101
N6 32.59242 16.87084 29.90007  -0.301
C11 32.22996 16.13976 28.64831  -0.089
C12 34.05812 16.98734 30.13991  -0.100
H19 30.84716 14.68844 31.96975  0.070
H20 31.28453 14.76054 33.65178  0.076
H21 32.51138 14.47876 32.35119  0.077
H22 33.64307 16.25908 33.97903  0.078
H23 32.44726 17.35099 34.27233  0.058
H24 33.50559 17.83686 33.07556  0.066
H25 30.71429 18.94546 33.25658  0.075
H26 31.43538 20.49481 32.82498  0.080
H27 30.07338 19.99584 31.86152  0.050
H28 31.09848 19.82695 29.49859  0.077
H29 32.03026 20.88360 30.54082  0.078
H30 32.90244 19.63120 29.62101  0.065
H31 31.15221 15.99199 28.57967  0.072
H32 32.83473 16.35039 27.76628  0.073
H33 32.57236 15.14432 28.93107  0.067
H34 34.47988 17.99234 30.12586  0.065
H35 34.61068 16.49267 29.34112  0.074
H36 34.33088 16.47249 31.06112  0.064
O3 22.12833 24.99022 33.46833  -0.295
P3 22.44589 23.91534 32.49836  0.592
N7 21.71460 22.40451 32.90012  -0.301
C13 22.33422 21.71064 34.07422  -0.108
C14 20.29313 22.26840 32.93671  -0.132
N8 24.11169 23.58235 32.39843  -0.289
C15 24.53919 22.47172 31.62284  -0.132
C16 24.86604 24.85589 32.38203  -0.089
N9 21.97810 24.27933 30.89230  -0.291
C17 21.58127 25.59992 30.42112  -0.101
C18 21.80703 23.23578 29.93008  -0.140
H37 21.93264 20.69765 34.10014  0.067
H38 22.20609 22.19272 35.04339  0.089
H39 23.41398 21.63445 33.94604  0.052
H40 19.81098 22.37815 31.96533  0.077
H41 19.94443 23.04485 33.61762  0.082
H42 19.97342 21.36920 33.46333  0.081
H43 25.61481 22.29691 31.64725  0.059
H44 23.94300 21.56906 31.75658  0.084
H45 24.54994 22.74701 30.56823  0.057
H46 25.77212 24.50653 32.87707  0.061
H47 25.32152 25.19217 31.45060  0.052
H48 24.43527 25.73175 32.86722  0.084
H49 20.80252 26.10025 30.99673  0.077
H50 22.38959 26.33097 30.43757  0.070
H51 21.23651 25.62158 29.38731  0.079
H52 20.75139 23.04344 29.73843  0.081
H53 22.13748 22.26674 30.30405  0.070
H54 22.39363 23.61192 29.09192  0.063
O4 23.68018 27.18540 26.21339  -0.315
P4 24.51253 25.90871 26.04199  0.597
N10 23.49982 24.74257 25.25481  -0.308
C19 23.12980 24.72526 23.80114  -0.064
C20 22.59491 24.02518 26.11031  -0.171
N11 25.06869 25.13218 27.43179  -0.296
C21 25.43803 26.02947 28.54279  -0.094
C22 25.70099 23.78108 27.53643  -0.079
N12 25.84574 25.98175 25.02420  -0.289
C23 26.07780 27.22125 24.31111  -0.146
C24 26.73832 24.84243 24.62639  -0.081
H55 23.37523 25.68195 23.34005  0.074
H56 22.06832 24.47853 23.77887  0.073
H57 23.72053 23.90516 23.39302  0.071
H58 21.58281 24.24140 25.76824  0.071
H59 22.42004 24.34336 27.13806  0.052
H60 22.62952 22.93683 26.06137  0.081
H61 24.67578 26.79347 28.69571  0.075
H62 25.60146 25.32495 29.35829  0.050
H63 26.35264 26.57003 28.29907  0.070
H64 26.75086 23.81626 27.24550  0.071
H65 25.48306 23.39453 28.53202  0.058
H66 25.21217 23.05202 26.89021  0.072
H67 25.20042 27.51777 23.73632  0.073
H68 26.39541 28.05889 24.93206  0.069
H69 26.81223 27.07765 23.51858  0.074
H70 27.00833 25.03451 23.58798  0.076
H71 26.20285 23.89372 24.66289  0.071
H72 27.67615 24.78439 25.17884  0.050
O5 29.95600 25.21563 27.45241  -0.301
P5 30.64998 26.52814 27.49902  0.625
N13 30.37827 27.38411 28.97919  -0.314
C25 31.26253 28.46375 29.42087  -0.111
C26 29.42588 26.93625 30.00120  -0.101
N14 30.30440 27.72744 26.27651  -0.314
C27 31.06237 28.98400 26.08580  -0.113
C28 28.99523 27.77526 25.68123  -0.139
N15 32.31934 26.45908 27.21064  -0.290
C29 33.13090 25.63380 28.11151  -0.120
C30 32.84111 26.52815 25.82361  -0.116
H73 30.59290 29.32342 29.44662  0.078
H74 31.92508 28.63725 28.57291  0.057
H75 31.68669 28.33642 30.41685  0.084
H76 28.94299 26.02364 29.65185  0.054
H77 28.67919 27.72452 30.09711  0.084
H78 30.01612 26.70293 30.88735  0.080
H79 30.69918 29.72613 26.79675  0.079
H80 32.13812 28.89467 26.23703  0.052
H81 31.07228 29.30878 25.04536  0.088
H82 28.46501 28.56494 26.21355  0.087
H83 29.03907 27.88763 24.59792  0.086
H84 28.44791 26.85735 25.89566  0.053
H85 33.65123 24.77139 27.69487  0.079
H86 33.77941 26.20225 28.77815  0.076
H87 32.47274 25.15849 28.83884  0.067
H88 33.40795 27.44086 25.63990  0.072
H89 32.12420 26.38679 25.01481  0.079
H90 33.37898 25.60415 25.61147  0.071
O6 30.79957 19.06803 26.20335  -0.328
P6 31.03025 20.15071 25.17581  0.623
N16 32.58208 20.10854 24.55390  -0.337
C31 33.73026 19.59558 25.34291  -0.069
C32 32.90727 21.05362 23.49798  -0.138
N17 30.68944 21.75156 25.82340  -0.304
C33 30.50203 22.88596 24.91464  -0.118
C34 31.04124 22.09078 27.18857  -0.113
N18 29.94385 19.96091 23.80871  -0.313
C35 30.31594 18.99006 22.78905  -0.128
C36 28.46574 20.07287 24.10310  -0.090
H91 33.30817 18.84807 26.01460  0.064
H92 34.11806 20.43257 25.92357  0.081
H93 34.36796 19.13836 24.58634  0.084
H94 33.50896 21.89253 23.84767  0.075
H95 32.12122 21.41234 22.83349  0.081
H96 33.63266 20.49920 22.90256  0.076
H97 31.50361 23.31136 24.85152  0.069
H98 30.15398 22.70352 23.89794  0.072
H99 29.71134 23.42906 25.43229  0.061
H100 31.69771 21.29867 27.54872  0.057
H101 31.36737 23.12778 27.26845  0.056
H102 30.20529 22.00650 27.88297  0.070
H103 31.39729 18.88166 22.70516  0.070
H104 29.90953 18.04495 23.14918  0.077
H105 29.79931 19.19048 21.85042  0.079
H106 27.98079 20.53594 23.24374  0.075
H107 28.24282 20.62278 25.01743  0.069
H108 28.10111 19.07642 24.35256  0.076
C37 28.45733 22.62982 30.83222  -0.047
C38 28.51718 23.38363 32.11169  -0.246
N19 28.62591 24.00495 33.15966  0.116
H109 28.90624 23.22003 30.03333  0.072
H110 27.38910 22.58624 30.61988  0.054
H111 28.85996 21.62646 30.97097  0.061

Atoms 1-6, force components in eV/Å:
-0.435 1.700 -1.826
0.921 -3.901 4.054
-0.945 2.354 -1.487
-0.090 0.724 0.754
2.639 -1.328 -0.872
0.991 1.382 -0.709

## Properties
orbital gap: 0.3067 Ha
energy above the lowest of the compared OMol25 structures with the same formula, charge and spin: 3.822 eV
SMILES: CN(C)P(=O)(N(C)C)N(C)C.CN(C)P(=O)(N(C)C)N(C)C.CN(C)P(=O)(N(C)C)N(C)C.CN(C)P(=O)(N(C)C)N(C)C.CN(C)P(=O)(N(C)C)N(C)C.CN(C)P(=O)(N(C)C)N(C)C.CC#N
charge: 0